This record from the OMol25 dataset describes a 2-piece molecular cluster, C5H7N7 overall. The level of theory is the ωB97M-V functional and the def2-TZVPD basis.

Structure (XYZ):
```
19
Properties=species:S:1:pos:R:3:forces:R:3:lowdin_charge:R:1
C 1.43180 1.73397 1.10371 -0.6 -0.3 -0.6 -0.41
C 2.66012 1.13791 1.73222 0.3 0.1 0.3 -0.08
C 2.30890 3.11894 2.44041 -0.1 0.3 0.1 -0.16
C -1.83865 -1.50753 -1.29190 0.0 0.4 0.0 -0.38
C -1.32424 -2.74600 -1.03309 0.1 -0.4 0.1 -0.12
H 0.90062 0.29710 -0.00013 0.1 0.1 0.0 0.06
H 3.06098 0.14504 1.54827 -0.1 0.1 0.0 0.12
H 2.53390 3.99842 3.03881 -0.1 -0.2 -0.1 0.12
H -1.53876 -0.42427 0.36777 -0.2 0.1 -0.4 0.08
H -1.35981 0.45887 -1.02193 -0.4 -0.5 0.4 0.07
H -0.77854 -3.11154 -0.17137 -0.1 0.1 -0.2 0.09
H -2.95031 -0.95183 -3.01086 0.1 -0.2 0.0 0.16
N 0.61639 1.24836 0.25231 0.7 0.2 0.6 0.19
N 3.19043 1.97562 2.54217 -0.3 -0.3 -0.4 0.09
N 1.30911 3.03701 1.64864 0.2 -0.1 0.2 0.11
N -1.89791 -0.30127 -0.57992 0.6 0.2 0.0 0.09
N -1.62475 -3.56759 -2.08431 -0.1 0.4 -0.2 -0.02
N -2.27809 -2.89386 -2.97653 0.2 -0.3 0.1 -0.04
N -2.42118 -1.64736 -2.50429 0.0 0.3 0.2 0.04
```
Forces are in eV/Å.

E_LUMO = -0.0617 Eh
SMILES string = [H]/N=C1\C=NC=N1.Nc1cnn[nH]1
HOMO energy = -8.978 eV
Kohn-Sham gap = 0.268 Eh

---

This record from the OMol25 dataset describes a 2-piece molecular cluster, C6H14P overall at a distorted geometry. The level of theory is the ωB97M-V functional and the def2-TZVPD basis.

Structure (XYZ):
```
21
Properties=species:S:1:pos:R:3:forces:R:3:lowdin_charge:R:1
C -0.45476 -0.35381 0.44998 2.4 2.1 1.8 -0.11
C -1.69807 -0.16080 -0.11473 1.2 -1.5 0.4 -0.39
C -2.53854 -1.26379 -0.53692 -0.9 -3.9 -0.1 -0.06
C -2.34219 1.13062 -0.22031 -1.0 -0.1 0.1 -0.03
C 2.25279 1.23104 -0.84987 -1.6 -1.9 -2.6 -0.30
C 2.99135 -1.02166 0.70895 0.0 0.6 -1.1 -0.31
P 1.84757 -0.57040 -0.61136 -0.7 0.7 -0.3 1.05
H 0.06887 0.60791 0.86331 -1.2 -1.5 -0.6 0.09
H -0.12910 -1.20498 1.09641 -0.8 0.1 -1.2 0.08
H -2.13904 -2.36458 -0.51452 -0.1 2.2 0.2 0.13
H -2.84578 -1.13413 -1.58887 -0.2 0.2 0.4 0.11
H -3.45430 -1.33636 0.11152 0.6 0.4 -0.7 0.12
H -2.48339 1.44633 -1.23052 1.1 0.8 -1.1 0.11
H -1.87598 1.76918 0.49874 -0.2 1.2 -0.1 0.09
H -3.43637 1.01465 -0.12322 0.3 -0.1 1.1 0.12
H 2.50230 1.78423 -0.04120 0.1 1.5 3.2 0.00
H 1.33447 1.61244 -1.36347 1.1 0.1 0.2 0.06
H 3.17315 1.39012 -1.42367 -0.3 -0.6 -0.8 0.07
H 2.65420 -1.71597 1.44431 -0.3 -0.9 0.2 0.03
H 3.35173 -0.12976 1.24473 0.6 -0.6 -0.5 0.06
H 3.64691 -1.58948 -0.07536 -0.1 1.0 1.6 0.09
```
Forces are in eV/Å.

total charge = +1
E_LUMO = -0.2130 Eh
HOMO energy = -13.357 eV
Kohn-Sham gap = 0.278 Eh

---

This record from the OMol25 dataset describes a 2-piece molecular cluster, C4H9BO overall at a distorted geometry. The level of theory is the ωB97M-V functional and the def2-TZVPD basis.

Structure (XYZ):
```
15
Properties=species:S:1:pos:R:3:forces:R:3:lowdin_charge:R:1
B 0.68275 0.89237 0.02549 0.6 -0.4 -0.7 -0.09
C -0.36226 -2.36532 0.38761 0.5 -0.5 1.5 -0.20
C -0.72412 1.51840 0.27715 -1.0 -1.0 -3.1 -0.10
C 2.12330 0.85298 0.68282 -1.1 -1.2 -1.2 -0.11
C -1.88358 -2.37852 0.59856 1.1 2.6 -2.8 -0.07
O 0.29507 -2.86536 1.24652 0.2 0.6 -1.1 0.04
H -1.41407 0.62438 0.15077 0.6 0.9 0.0 0.05
H -1.18451 2.28964 -0.47863 1.3 -1.4 1.4 0.10
H -0.85941 1.81028 1.25672 -0.4 1.2 2.3 0.01
H 1.99321 0.25950 1.57399 -0.4 0.3 1.2 0.04
H 2.38870 1.89468 0.87317 0.8 -0.3 0.2 0.05
H 2.84625 0.12660 0.20036 -0.5 1.6 -0.2 0.07
H -2.36907 -1.78699 -0.24549 0.3 -0.3 1.8 0.09
H -2.04694 -3.36304 0.35073 -1.0 -2.5 0.1 0.04
H -1.92678 -2.11573 1.62971 -1.1 0.3 0.6 0.07
```
Forces are in eV/Å.

E_LUMO (spin up / spin down) = -0.0080 / 0.0179 Eh
HOMO energy (spin up / spin down) = -6.268 / -8.173 eV
Kohn-Sham gap (spin up / spin down) = 0.222 / 0.318 Eh

---

This record from the OMol25 dataset describes a 2-piece molecular cluster, C4H7NSi2 overall at a distorted geometry. The level of theory is the ωB97M-V functional and the def2-TZVPD basis.

Structure (XYZ):
```
14
Properties=species:S:1:pos:R:3:forces:R:3:lowdin_charge:R:1
C -2.50426 -1.96568 0.55679 1.1 1.0 -0.1 0.04
C 2.15929 -0.77168 -1.27951 0.9 0.5 -0.2 -0.02
C -1.62896 -1.27691 1.01920 1.2 0.2 1.2 -0.28
C 1.69051 0.33555 -1.26082 -1.7 0.1 0.2 -0.31
N 0.17551 1.86103 0.56132 -1.5 -2.4 1.3 -0.26
Si -0.09963 -0.52583 1.78253 -1.2 2.1 -3.9 0.84
Si 0.30314 1.54895 -1.13114 0.1 0.0 -0.9 0.29
H -3.10345 -2.40478 -0.16720 -1.1 -0.8 -0.4 0.02
H 2.96853 -1.41173 -1.38804 0.6 -1.4 0.0 0.00
H -0.78247 2.05418 0.91918 0.8 0.3 -0.5 -0.06
H 1.09896 -1.12289 1.27706 0.6 -0.4 0.3 -0.08
H -0.31831 0.17266 2.96521 -0.1 0.4 1.6 -0.09
H 1.02904 2.67366 -1.96710 -1.3 -0.6 0.7 -0.05
H -0.98790 0.83348 -1.88748 1.6 1.1 0.9 -0.03
```
Forces are in eV/Å.

E_LUMO (spin up / spin down) = -0.0399 / -0.0399 Eh
HOMO energy (spin up / spin down) = -8.899 / -8.900 eV
Kohn-Sham gap (spin up / spin down) = 0.287 / 0.287 Eh

---

This record from the OMol25 dataset describes C14H12F6N2O4S2SeSn as an isolated structure. The level of theory is the ωB97M-V functional and the def2-TZVPD basis.

Structure (XYZ):
```
42
Properties=species:S:1:pos:R:3:forces:R:3:lowdin_charge:R:1
Sn 0.47229 0.40114 1.12955 -0.2 0.5 0.1 1.10
Se 1.36803 -1.92264 1.45126 0.6 -0.6 -0.3 0.62
C 1.35487 -2.75885 3.17912 -0.3 0.5 0.0 -0.61
C 1.34488 -2.01476 4.35073 0.0 -0.1 0.1 -0.12
C 1.44206 -2.67259 5.56868 0.0 0.0 0.0 -0.08
C 1.54701 -4.05603 5.61185 0.0 0.0 0.0 -0.09
C 1.54402 -4.78746 4.43201 0.0 0.0 0.0 -0.09
C 1.44517 -4.14170 3.20792 0.0 0.0 0.0 -0.14
H 1.26061 -0.93745 4.31039 0.0 0.0 0.0 0.08
H 1.44101 -2.09993 6.48738 0.0 0.0 0.0 0.11
H 1.63062 -4.56396 6.56372 0.0 0.0 0.0 0.10
H 1.62067 -5.86693 4.46269 0.0 0.0 0.0 0.10
H 1.44491 -4.70072 2.28113 0.0 0.0 0.0 0.09
F -4.77595 0.92918 3.01299 0.0 0.0 0.1 0.15
C -4.38767 0.15989 2.00947 -0.1 0.1 -0.3 -0.67
F -4.29675 -1.09659 2.39610 0.0 0.0 0.1 0.17
F -5.29077 0.24976 1.03548 0.0 -0.1 0.0 0.14
S -2.75323 0.77415 1.30191 0.5 -0.2 -0.2 0.57
O -1.87173 -0.40785 1.26978 -0.2 0.2 -0.1 -0.47
O -3.07569 1.36469 0.04651 0.0 0.2 0.2 -0.26
N -2.13397 1.83793 2.30539 -0.3 -0.2 0.2 -0.31
S -1.54210 1.19259 3.63356 0.0 -0.3 0.2 0.58
O -0.10431 0.93429 3.51426 -0.2 0.1 -0.2 -0.46
O -2.32965 0.13816 4.19436 0.1 0.1 0.2 -0.25
C -1.64298 2.62262 4.78527 0.0 0.1 -0.2 -0.70
F -1.02084 3.67365 4.26451 0.0 0.1 0.0 0.15
F -1.05517 2.28458 5.92424 0.0 0.0 0.1 0.16
F -2.90939 2.92836 5.01376 -0.1 0.0 0.0 0.16
C 6.05435 0.30179 -2.73184 -0.1 0.0 0.0 -0.04
C 4.67351 0.33497 -2.14253 0.0 0.0 0.0 -0.26
C 4.17395 1.46647 -1.51027 0.0 0.0 0.0 -0.02
C 2.91177 1.42635 -0.94497 -0.1 0.0 0.0 -0.16
N 2.13179 0.34724 -0.97645 0.1 -0.3 0.0 -0.09
C 2.59798 -0.73751 -1.60552 0.0 0.1 0.0 -0.16
C 3.84537 -0.78349 -2.19434 0.0 0.0 0.0 -0.01
H 6.56636 1.25341 -2.60119 0.0 0.0 0.0 0.08
H 6.01356 0.07300 -3.79759 0.0 0.0 0.0 0.09
H 6.64786 -0.47805 -2.25236 0.0 0.0 0.0 0.09
H 4.76538 2.37131 -1.45030 0.0 0.0 0.0 0.12
H 2.50285 2.29335 -0.43328 0.0 0.0 0.0 0.10
H 1.94362 -1.60127 -1.61550 0.0 0.0 0.0 0.10
H 4.17637 -1.69347 -2.67941 0.0 0.0 0.0 0.12
```
Forces are in eV/Å.

E_LUMO = -0.0170 Eh
HOMO energy = -8.315 eV
Kohn-Sham gap = 0.289 Eh

---

This record from the OMol25 dataset describes an isolated ion of composition C2H8N4O and charge +2 at a distorted geometry. The level of theory is the ωB97M-V functional and the def2-TZVPD basis.

Structure (XYZ):
```
15
Properties=species:S:1:pos:R:3:forces:R:3:lowdin_charge:R:1
C -1.37358 0.86318 0.16624 2.7 -1.5 1.2 0.13
C 0.61562 -0.91606 -0.19327 -2.1 -0.9 1.1 -0.33
N -0.14601 -1.92159 0.18668 0.8 -1.9 0.0 0.25
N 0.09687 0.33241 0.20318 -1.6 2.0 -0.4 0.01
N -1.54375 2.09404 -0.05344 1.4 0.1 -0.5 0.29
N 1.80469 -1.03279 -0.73096 -1.4 0.1 1.0 0.28
O 1.08621 1.31268 0.04043 -0.8 1.0 -1.0 0.02
H -2.29723 0.32620 0.55478 1.7 -0.2 -0.5 0.20
H -1.10372 -1.94374 0.41999 -1.2 1.3 0.5 0.13
H 0.12413 -2.88912 0.34839 1.0 0.1 -0.8 0.17
H -2.27557 2.68346 0.21334 -2.7 0.1 0.7 0.16
H -0.89814 2.72465 -0.46062 2.0 0.2 -0.5 0.16
H 2.26813 -1.92668 -0.60049 0.4 0.3 -0.8 0.18
H 2.09557 -0.21978 -1.24628 1.1 0.0 -0.1 0.16
H 1.80389 1.35236 0.72946 -1.3 -0.7 0.2 0.19
```
Forces are in eV/Å.

total charge = +2
E_LUMO = -0.3632 Eh
SMILES string = NC(=[NH2+])N(O)C=[NH2+]
HOMO energy = -19.858 eV
Kohn-Sham gap = 0.367 Eh

---

Energy, respectively: -15726.795; -15727.818; -7012.583; -21500.269; -135035.407; -10191.239 eV.
Energy relative to the best compared isomer or geometry (same formula, charge and spin), respectively: 0.0; 95.0; 136.4; 77.4; 0.0; 35.8 kcal per mole.